Computed, not measured: a structure of composition C4H6FeO3 at a distorted geometry, with wB97M-V/def2-TZVPD.

The geometry in XYZ format:
```
14
C4H6FeO3 wB97M-V/def2-TZVPD
O -0.168 -1.158 -0.474
C 1.101 -0.787 -0.468
O 2.000 -1.607 -0.504
C -1.238 -0.125 -0.622
H -1.743 -0.434 -1.554
C -2.210 -0.324 0.526
H -2.577 -1.363 0.622
H -1.774 -0.031 1.495
H -3.084 0.327 0.361
Fe -0.132 1.733 -0.736
O 1.274 0.557 0.051
C 2.474 1.284 0.368
H 3.241 1.053 -0.393
H 2.836 0.873 1.328
```

- expectation value of S² = 12.01
- M (g/mol) = 157.93
- HOMO level (alpha / beta) (eV) = -6.44 / -9.42
- 2S+1 = 7
- gap between HOMO and LUMO (alpha / beta) (eV) = 6.906 / 7.282
- E (Eh) = -1645.19988

Atomic partial charges in e from the Löwdin method, atoms 1 to 6:
1 O -0.019
2 C -0.522
3 O 0.139
4 C -0.377
5 H 0.081
6 C -0.144

=====

Computed, not measured: a structure of composition C4H6HgLiO2 at a distorted geometry, with wB97M-V/def2-TZVPD.

The geometry in XYZ format:
```
14
C4H6HgLiO2 wB97M-V/def2-TZVPD
O -1.247 1.613 0.032
Hg 0.519 2.263 -0.161
C -1.631 0.284 -0.048
C -0.588 -0.696 0.509
H -2.573 0.110 0.514
H -0.613 -0.543 1.602
H -0.939 -1.734 0.380
H -1.862 -0.018 -1.094
C 0.872 -0.600 -0.961
C 1.140 -0.429 0.392
O 1.971 -0.464 1.354
Li 2.953 1.317 0.759
H 0.220 -0.236 -1.759
H 1.778 -0.869 -1.521
```

- total charge = -1
- M (g/mol) = 293.62
- HOMO level (eV) = -2.30
- 2S+1 = 1
- gap between HOMO and LUMO (eV) = 4.715
- E (Eh) = -467.31775

Atomic partial charges in e from the Löwdin method, atoms 1 to 6:
1 O -0.630
2 Hg 0.587
3 C -0.469
4 C -0.210
5 H 0.091
6 H 0.076

=====

Computed, not measured: a structure of composition C4H6I2N2OS at a distorted geometry, with wB97M-V/def2-TZVPD.

The geometry in XYZ format:
```
16
C4H6I2N2OS wB97M-V/def2-TZVPD
C 0.679 -0.477 1.205
C -0.356 0.845 -0.383
C 0.158 -0.381 -1.011
C 0.156 0.728 0.940
N 0.689 -1.300 0.123
N 3.462 1.479 1.497
O 1.405 -0.765 2.269
S 3.674 0.314 2.405
I 2.317 -2.525 -0.392
I 3.384 1.458 -0.641
H -0.086 1.738 -0.932
H -1.488 0.761 -0.305
H -0.681 -0.924 -1.470
H 1.067 -0.022 -1.648
H -0.106 1.445 1.710
H 1.504 -1.729 2.477
```

- M (g/mol) = 383.98
- HOMO level (eV) = -7.70
- 2S+1 = 1
- gap between HOMO and LUMO (eV) = 6.777
- E (Eh) = -1334.18585

Atomic partial charges in e from the Löwdin method, atoms 1 to 6:
1 C -0.582
2 C -0.258
3 C -0.253
4 C -0.098
5 N -0.437
6 N -1.006

=====

Computed, not measured: the molecule C4H6I2S at a distorted geometry, with wB97M-V/def2-TZVPD.

The geometry in XYZ format:
```
13
C4H6I2S wB97M-V/def2-TZVPD
C -1.316 -1.068 -0.031
C -2.568 -1.276 -0.601
C 0.790 0.058 0.492
C -0.500 0.084 -0.319
S -1.104 1.403 -1.110
I -3.910 -2.838 -0.107
I -2.230 3.733 -0.027
H -0.918 -1.739 0.765
H -3.010 -0.803 -1.341
H 1.339 -0.843 0.183
H 1.244 1.037 0.388
H 0.506 -0.070 1.505
H -0.032 2.297 -0.880
```

- M (g/mol) = 339.97
- HOMO level (alpha / beta) (eV) = -7.72 / -8.20
- 2S+1 = 1
- gap between HOMO and LUMO (alpha / beta) (eV) = 5.870 / 6.869
- E (Eh) = -1149.49033

Atomic partial charges in e from the Löwdin method, atoms 1 to 6:
1 C -0.242
2 C -0.582
3 C -0.085
4 C -0.693
5 S 0.625
6 I 0.783

=====

Computed, not measured: a cluster of 2 separate species, C4H6IN in total at a distorted geometry, with wB97M-V/def2-TZVPD.

The geometry in XYZ format:
```
12
C4H6IN wB97M-V/def2-TZVPD
C 1.650 -0.285 -0.083
C -1.299 0.281 -0.125
C 0.860 -0.978 0.823
C -2.458 0.171 -0.684
N 2.605 0.530 0.327
I -3.403 2.184 -0.784
H 1.585 -0.616 -1.151
H 0.779 -0.570 1.842
H -0.748 1.124 0.132
H 0.391 -1.943 0.898
H -3.215 -0.705 -0.757
H 3.253 0.805 -0.437
```

- M (g/mol) = 195.00
- HOMO level (alpha / beta) (eV) = -8.15 / -8.15
- 2S+1 = 1
- gap between HOMO and LUMO (alpha / beta) (eV) = 6.173 / 6.172
- E (Eh) = -508.23975

Atomic partial charges in e from the Löwdin method, atoms 1 to 6:
1 C -0.386
2 C -0.110
3 C 0.034
4 C -0.599
5 N 0.083
6 I 0.633

=====

Computed, not measured: a structure of composition C4H6IN2 at a distorted geometry, with wB97M-V/def2-TZVPD.

The geometry in XYZ format:
```
13
C4H6IN2 wB97M-V/def2-TZVPD
C -1.870 -1.184 -1.365
C -1.085 -1.248 -0.319
C -1.528 0.361 -1.357
C 0.293 1.090 0.430
N -0.767 0.200 -0.304
N 1.595 0.726 0.214
I -1.829 2.033 -2.489
H -2.719 -1.764 -1.915
H -1.064 -1.841 0.620
H 0.016 0.998 1.491
H -0.025 2.158 -0.023
H 1.967 -0.223 0.656
H 2.084 0.851 -0.697
```

- total charge = +1
- M (g/mol) = 209.01
- HOMO level (eV) = -13.89
- 2S+1 = 1
- gap between HOMO and LUMO (eV) = 8.152
- E (Eh) = -562.81741

Atomic partial charges in e from the Löwdin method, atoms 1 to 6:
1 C 0.012
2 C -0.014
3 C -0.679
4 C -0.233
5 N -0.068
6 N 0.015